The ion C2H4BrN2 with charge +1 at a distorted geometry. Source: the Open Molecules 2025 dataset; level of theory: the ωB97M-V functional and the def2-TZVPD basis.

CARTESIAN COORDINATES (ANGSTROEM)
C  1.1210  -0.6945  -0.5736
N  0.0424  0.1534  0.1288
N  -0.5787  1.5115  0.5277
C  -1.2302  0.3287  0.2527
Br  -2.8644  -0.4572  0.1997
H  1.2040  -0.6657  -1.6661
H  2.0127  -0.3427  -0.0574
H  0.8690  -1.7182  -0.2434
H  -0.5757  1.8848  1.4316

The value obtained for the total energy is -75149.708 eV. As for the gap between HOMO and LUMO: 0.3648 Ha. The relative energy (zero: lowest compared OMol25 entry of this formula, charge and spin) is 85.9 kcal/mol. As for the charge: +1.

A structure of composition C2H4BrN3O5S at a distorted geometry. Source: the Open Molecules 2025 dataset; level of theory: the ωB97M-V functional and the def2-TZVPD basis.

CARTESIAN COORDINATES (ANGSTROEM)
C  0.7924  -1.5110  0.3824
C  -1.2554  2.8409  -0.4892
N  -0.4363  0.8085  0.1045
N  -1.3466  1.6320  0.3092
N  -1.2609  2.1868  -2.2081
O  -2.3023  1.5212  1.0494
O  -0.4345  2.6868  -2.8751
O  -2.0792  1.3590  -2.3791
O  -1.8338  -1.2595  0.6278
O  -0.3998  -0.2783  2.3994
S  -0.6247  -0.6261  1.0362
Br  0.3781  3.7309  -0.3312
H  0.5425  -1.8395  -0.6162
H  1.6271  -0.8207  0.3730
H  0.9949  -2.3515  1.0318
H  -2.1299  3.4750  -0.3570

The value obtained for the total energy is -97716.928 eV. As for the gap between HOMO and LUMO: 0.3569 Ha. The relative energy (zero: lowest compared OMol25 entry of this formula, charge and spin) is 0.0 kcal/mol.

A cluster of 3 separate species, C2H4BrNO in total at a distorted geometry. Source: the Open Molecules 2025 dataset; level of theory: the ωB97M-V functional and the def2-TZVPD basis.

CARTESIAN COORDINATES (ANGSTROEM)
C  -0.3305  1.3042  -0.1155
C  -0.7480  -1.9700  0.2504
N  -0.6628  2.3321  -0.5414
O  -1.3764  -2.5049  -0.6069
Br  2.8930  0.6283  -0.0069
H  0.3928  -1.9992  0.1982
H  -1.2267  -1.6075  1.1093
H  -0.5170  3.2885  -0.8340
H  1.5755  0.5287  0.5469

The value obtained for the total energy is -75716.474 eV. As for the gap between HOMO and LUMO: 0.3915 Ha. The relative energy (zero: lowest compared OMol25 entry of this formula, charge and spin) is 67.1 kcal/mol.

A structure of composition C2H4BrNS at a distorted geometry. Source: the Open Molecules 2025 dataset; level of theory: the ωB97M-V functional and the def2-TZVPD basis.

CARTESIAN COORDINATES (ANGSTROEM)
C  1.1608  0.6500  0.1183
C  -1.0407  -0.6038  -0.0715
N  -0.1977  0.6417  -0.0133
S  2.2227  1.8182  0.0114
Br  1.9768  -1.1894  0.0969
H  -2.0887  -0.4364  -0.0194
H  -0.8490  -1.0010  -1.0298
H  -0.6761  -1.4324  0.6860
H  -0.5082  1.5531  0.2214

The value obtained for the total energy is -84505.889 eV. As for the gap between HOMO and LUMO: 0.3369 Ha. The relative energy (zero: lowest compared OMol25 entry of this formula, charge and spin) is 1.3 kcal/mol.

An isolated molecule of C2H4BrP at a distorted geometry. Source: the Open Molecules 2025 dataset; level of theory: the ωB97M-V functional and the def2-TZVPD basis.

CARTESIAN COORDINATES (ANGSTROEM)
C  0.0877  0.9748  1.0061
C  -0.3526  0.5110  -0.2052
P  -0.0591  -0.9596  -1.4739
Br  1.9424  -1.8233  -0.9132
H  -0.5865  1.6410  1.6131
H  1.0058  0.5632  1.3714
H  -1.2496  0.9113  -0.6801
H  -0.7881  -1.8183  -0.7182

The value obtained for the total energy is -81468.937 eV. As for the gap between HOMO and LUMO: 0.3591 Ha. The relative energy (zero: lowest compared OMol25 entry of this formula, charge and spin) is 16.5 kcal/mol.

An isolated molecule of C2H4Cl2. Source: the Open Molecules 2025 dataset; level of theory: the ωB97M-V functional and the def2-TZVPD basis.

CARTESIAN COORDINATES (ANGSTROEM)
Cl  12.5037  -1.2548  6.0960
C  12.7873  -2.1051  7.6324
C  12.4357  -1.1817  8.7838
Cl  12.6760  -2.0362  10.3282
H  13.8350  -2.3899  7.6752
H  12.1774  -3.0038  7.6446
H  11.3958  -0.8724  8.7346
H  13.0720  -0.3013  8.7786

The value obtained for the total energy is -27183.959 eV. As for the gap between HOMO and LUMO: 0.4417 Ha. The relative energy (zero: lowest compared OMol25 entry of this formula, charge and spin) is 0.0 kcal/mol.